Record 1
# C43H50F8O10S5

A cluster of 8 separate species, C43H50F8O10S5 in total at a distorted geometry (wB97M-V/def2-TZVPD, the OMol25 dataset).

Properties
- HOMO level (eV) = -8.890
- Kohn-Sham gap (eV) = 7.6
- LUMO level (eV) = -1.246

Geometry (Å):
C (2.52, -2.84, -1.13)
C (3.33, -1.62, -1.62)
C (2.89, -1.35, -3.11)
F (3.66, -0.42, -3.69)
F (3.06, -2.30, -3.98)
F (3.03, -0.59, -0.83)
F (4.67, -1.79, -1.49)
O (1.11, -2.72, -1.40)
C (0.16, -2.08, -0.48)
C (-1.28, -2.39, -0.78)
F (-1.46, -2.25, -2.12)
F (-1.67, -3.64, -0.48)
F (0.55, -2.37, 0.78)
F (0.25, -0.69, -0.61)
H (2.83, -3.07, -0.11)
H (3.00, -3.64, -1.69)
H (1.87, -0.98, -3.19)
H (-1.99, -1.72, -0.30)
C (-1.70, 5.04, 0.17)
S (-3.38, 5.53, -0.54)
O (-4.43, 5.67, 0.59)
C (-2.90, 7.12, -1.17)
H (-1.55, 5.54, 1.12)
H (-0.85, 5.15, -0.51)
H (-1.71, 3.96, 0.35)
H (-3.74, 7.30, -1.84)
H (-1.96, 7.01, -1.71)
H (-2.92, 7.92, -0.42)
C (-5.72, 2.23, -0.03)
S (-3.96, 2.20, -0.67)
O (-3.29, 0.91, -0.16)
C (-4.18, 2.20, -2.53)
H (-6.44, 1.64, -0.60)
H (-6.01, 3.28, 0.02)
H (-5.73, 1.78, 0.96)
H (-3.30, 2.51, -3.10)
H (-4.98, 2.93, -2.66)
H (-4.62, 1.26, -2.84)
C (3.61, -1.58, 3.97)
S (4.36, -2.42, 2.53)
O (5.28, -1.39, 1.89)
C (5.36, -3.72, 3.34)
H (3.02, -0.70, 3.74)
H (4.41, -1.32, 4.66)
H (2.97, -2.37, 4.36)
H (6.17, -3.17, 3.81)
H (5.79, -4.33, 2.55)
H (4.82, -4.31, 4.08)
C (2.12, 1.32, 1.49)
S (0.88, 2.52, 2.07)
O (0.71, 3.57, 0.96)
C (-0.63, 1.56, 1.66)
H (2.27, 0.46, 2.13)
H (3.08, 1.85, 1.52)
H (1.91, 1.00, 0.47)
H (-1.47, 1.83, 2.31)
H (-0.55, 0.49, 1.84)
H (-0.85, 1.71, 0.61)
C (1.75, 8.98, 1.84)
S (3.15, 7.80, 1.86)
O (3.57, 7.85, 3.33)
C (2.04, 6.40, 1.41)
H (2.21, 9.93, 1.54)
H (1.30, 9.07, 2.83)
H (1.09, 8.88, 0.98)
H (2.66, 5.53, 1.59)
H (1.67, 6.50, 0.38)
H (1.22, 6.23, 2.11)
C (1.38, 2.71, -3.11)
C (0.22, 2.39, -2.47)
C (-0.63, 1.45, -3.02)
C (-0.28, 0.79, -4.20)
C (0.99, 1.02, -4.85)
C (1.77, 2.02, -4.33)
C (1.34, 0.28, -6.08)
O (2.28, 0.64, -6.74)
C (0.58, -1.01, -6.33)
C (1.01, -2.00, -7.27)
C (0.32, -3.17, -7.53)
C (-0.94, -3.29, -6.99)
C (-1.35, -2.34, -6.07)
C (-0.65, -1.19, -5.67)
C (-1.27, -0.16, -4.75)
O (-2.39, -0.33, -4.28)
H (2.03, 3.46, -2.68)
H (0.06, 2.95, -1.56)
H (-1.43, 1.18, -2.34)
H (2.76, 2.21, -4.71)
H (1.85, -1.80, -7.92)
H (0.63, -3.87, -8.30)
H (-1.62, -4.10, -7.22)
H (-2.36, -2.43, -5.72)
C (-0.88, -8.16, 4.63)
C (-0.17, -7.74, 5.71)
C (0.00, -6.37, 5.85)
C (-0.49, -5.49, 4.83)
C (-1.30, -5.96, 3.77)
C (-1.43, -7.31, 3.63)
C (-1.90, -5.03, 2.72)
O (-2.53, -5.46, 1.77)
C (-1.86, -3.53, 3.09)
C (-2.63, -2.63, 2.43)
C (-2.70, -1.28, 2.72)
C (-1.93, -0.85, 3.79)
C (-1.14, -1.73, 4.55)
C (-1.10, -3.09, 4.20)
C (-0.31, -4.02, 5.01)
O (0.33, -3.58, 5.96)
H (-0.98, -9.21, 4.42)
H (0.07, -8.47, 6.47)
H (0.54, -5.93, 6.67)
H (-1.97, -7.72, 2.79)
H (-3.22, -3.02, 1.61)
H (-3.21, -0.60, 2.05)
H (-1.97, 0.20, 4.06)
H (-0.56, -1.28, 5.34)

Results of the Mulliken charge analysis, in e, for atoms 1 through 8: C -1.02; C 1.08; C 0.92; F -0.31; F -0.35; F -0.17; F -0.37; O -0.40

***

Record 2
# C42H35N7O14

A cluster of 7 separate species, C42H35N7O14 in total at a distorted geometry (wB97M-V/def2-TZVPD, the OMol25 dataset).

Properties
- HOMO level (eV) = -9.580
- Kohn-Sham gap (eV) = 8.6
- LUMO level (eV) = -1.015
- relative energy (zero: lowest compared OMol25 entry of this formula, charge and spin) (kcal/mol) = 127.9
- SMILES = O=[N+]([O-])c1ccccc1.O=[N+]([O-])c1ccccc1.O=[N+]([O-])c1ccccc1.O=[N+]([O-])c1ccccc1.O=[N+]([O-])c1ccccc1.O=[N+]([O-])c1ccccc1.O=[N+]([O-])c1ccccc1

Geometry (Å):
O (-14.54, 1.96, 4.85)
N (-15.30, 1.12, 4.31)
O (-16.00, 0.38, 4.91)
C (-15.29, 1.04, 2.77)
C (-16.30, 0.38, 1.99)
C (-16.15, 0.31, 0.56)
C (-14.97, 0.72, -0.03)
C (-14.00, 1.44, 0.67)
C (-14.21, 1.66, 2.00)
H (-17.15, -0.03, 2.51)
H (-17.02, -0.05, 0.05)
H (-15.04, 0.57, -1.10)
H (-13.12, 1.78, 0.14)
H (-13.46, 2.25, 2.50)
O (-17.73, 6.85, 2.49)
N (-18.81, 6.33, 2.38)
O (-18.99, 5.11, 2.08)
C (-19.98, 7.15, 2.57)
C (-21.25, 6.64, 2.23)
C (-22.35, 7.48, 2.29)
C (-22.28, 8.83, 2.63)
C (-21.02, 9.32, 3.01)
C (-19.87, 8.52, 2.90)
H (-21.57, 5.66, 1.91)
H (-23.27, 7.15, 1.83)
H (-23.22, 9.35, 2.72)
H (-20.83, 10.34, 3.32)
H (-18.93, 8.93, 3.23)
O (-20.80, -3.71, 6.95)
N (-21.50, -3.63, 5.99)
O (-22.13, -4.57, 5.48)
C (-21.74, -2.32, 5.48)
C (-20.96, -1.16, 5.88)
C (-21.20, 0.09, 5.36)
C (-22.20, 0.31, 4.39)
C (-23.01, -0.78, 4.00)
C (-22.75, -2.03, 4.56)
H (-20.16, -1.13, 6.60)
H (-20.37, 0.77, 5.46)
H (-22.26, 1.31, 3.99)
H (-23.84, -0.48, 3.37)
H (-23.45, -2.77, 4.21)
O (-25.10, -7.36, -0.52)
N (-25.09, -7.49, 0.74)
O (-24.10, -7.31, 1.46)
C (-26.38, -7.82, 1.32)
C (-27.33, -8.37, 0.53)
C (-28.59, -8.76, 0.96)
C (-28.96, -8.40, 2.29)
C (-28.00, -7.75, 3.05)
C (-26.72, -7.58, 2.67)
H (-27.07, -8.42, -0.51)
H (-29.27, -9.27, 0.29)
H (-29.96, -8.68, 2.58)
H (-28.33, -7.61, 4.07)
H (-26.12, -7.17, 3.48)
O (-17.61, -8.11, 11.91)
N (-17.20, -7.80, 10.82)
O (-17.45, -8.43, 9.81)
C (-16.48, -6.58, 10.68)
C (-16.04, -5.81, 11.82)
C (-15.29, -4.66, 11.57)
C (-15.20, -4.10, 10.29)
C (-15.69, -4.75, 9.17)
C (-16.38, -6.01, 9.37)
H (-15.94, -6.33, 12.76)
H (-14.68, -4.27, 12.37)
H (-14.69, -3.15, 10.17)
H (-15.64, -4.30, 8.19)
H (-16.96, -6.48, 8.59)
O (-16.71, 3.08, 9.79)
N (-17.89, 2.67, 9.68)
O (-18.33, 1.57, 9.98)
C (-18.92, 3.66, 9.20)
C (-18.58, 4.81, 8.52)
C (-19.43, 5.82, 8.19)
C (-20.72, 5.68, 8.45)
C (-21.24, 4.42, 9.01)
C (-20.33, 3.44, 9.34)
H (-17.59, 4.89, 8.10)
H (-18.83, 6.56, 7.68)
H (-21.30, 6.56, 8.21)
H (-22.30, 4.29, 9.18)
H (-20.79, 2.57, 9.77)
O (-15.28, -8.33, 4.29)
N (-15.47, -9.37, 3.63)
O (-14.54, -9.84, 2.91)
C (-16.79, -10.02, 3.67)
C (-16.97, -11.36, 3.34)
C (-18.23, -11.78, 3.40)
C (-19.31, -11.06, 3.90)
C (-19.11, -9.80, 4.28)
C (-17.87, -9.15, 4.04)
H (-16.24, -12.02, 2.91)
H (-18.42, -12.75, 2.97)
H (-20.23, -11.61, 4.00)
H (-19.93, -9.30, 4.77)
H (-17.69, -8.16, 4.42)

Results of the Mulliken charge analysis, in e, for atoms 1 through 8: O -0.57; N 0.93; O -0.55; C 0.11; C -0.39; C -0.46; C -0.32; C -0.52

***

Record 3
# C17H14F5N2O5STe2V

A structure of composition C17H14F5N2O5STe2V at a distorted geometry (wB97M-V/def2-TZVPD, the OMol25 dataset).

Properties
- HOMO level (spin up / spin down) (eV) = -5.610 / -5.610
- Kohn-Sham gap (spin up / spin down) (eV) = 7.3 / 7.7
- LUMO level (spin up / spin down) (eV) = 1.729 / 2.071
- relative energy (zero: lowest compared OMol25 entry of this formula, charge and spin) (kcal/mol) = 77.5
- multiplicity = 2
- total charge = -1

Geometry (Å):
V (0.00, -1.35, -1.44)
O (-0.32, -2.63, -4.41)
C (0.48, -2.51, -3.52)
O (0.62, -3.08, -2.31)
C (1.74, -1.54, -3.68)
O (2.23, -1.41, -4.78)
O (2.15, -1.09, -2.51)
C (-0.90, 2.26, -0.91)
Te (0.83, 1.18, -1.47)
C (1.53, 1.85, 0.47)
C (0.79, 3.14, 0.71)
C (1.25, 4.13, 1.57)
C (0.51, 5.29, 1.79)
C (-0.71, 5.46, 1.14)
C (-1.17, 4.48, 0.27)
C (-0.42, 3.33, 0.04)
H (-1.60, 1.58, -0.44)
H (-1.37, 2.63, -1.82)
H (2.61, 1.99, 0.45)
H (1.31, 1.12, 1.25)
H (2.20, 4.00, 2.08)
H (0.89, 6.06, 2.45)
H (-1.29, 6.35, 1.31)
H (-2.12, 4.62, -0.24)
N (2.84, -3.05, -0.69)
C (1.94, -2.96, 0.28)
N (0.99, -2.02, 0.29)
C (0.33, -2.00, 1.54)
C (-0.64, -1.09, 1.94)
C (-1.18, -1.20, 3.21)
C (-0.77, -2.21, 4.08)
C (0.21, -3.12, 3.69)
C (0.75, -2.99, 2.43)
S (2.02, -3.94, 1.71)
H (2.66, -2.44, -1.51)
H (3.27, -3.94, -0.86)
H (-0.99, -0.32, 1.26)
H (-1.94, -0.50, 3.52)
H (-1.21, -2.29, 5.07)
H (0.54, -3.90, 4.36)
F (-3.55, 0.53, -2.73)
Te (-2.74, -1.23, -2.77)
F (-4.12, -2.27, -3.55)
F (-3.89, -1.37, -1.30)
F (-2.05, -2.89, -1.90)
F (-0.29, -0.01, -3.06)
O (-1.46, -0.67, -1.04)

Results of the natural (NBO) charge analysis, in e, for atoms 1 through 8: V 1.34; O -0.57; C 0.63; O -0.76; C 0.70; O -0.62; O -0.83; C -0.72

***

Record 4
# H4N3O3Si

The ion H4N3O3Si with charge -1 at a distorted geometry (wB97M-V/def2-TZVPD, the OMol25 dataset).

Properties
- HOMO level (eV) = -4.218
- Kohn-Sham gap (eV) = 8.1
- LUMO level (eV) = 3.836
- relative energy (zero: lowest compared OMol25 entry of this formula, charge and spin) (kcal/mol) = 5.0
- total charge = -1
- SMILES = [O-][N+]([O-])=NNO[SiH3]

Geometry (Å):
O (-0.08, -3.74, 1.15)
N (-0.34, -2.59, 1.50)
O (0.13, -2.14, 2.52)
N (-1.22, -1.94, 0.77)
N (-1.55, -0.69, 1.29)
O (-1.01, 0.52, 0.41)
Si (-0.41, 0.33, -1.08)
H (-1.01, -0.34, 2.04)
H (-1.55, 0.20, -1.98)
H (0.27, 1.62, -1.42)
H (0.65, -0.71, -1.20)

Results of the natural (NBO) charge analysis, in e, for atoms 1 through 8: O -0.53; N 0.58; O -0.55; N -0.33; N -0.18; O -0.88; Si 1.23; H 0.36

***

Record 5
# C21H22BrN3O5

An isolated molecule of C21H22BrN3O5 (wB97M-V/def2-TZVPD, the OMol25 dataset).

Properties
- HOMO level (eV) = -8.161
- Kohn-Sham gap (eV) = 8.7
- LUMO level (eV) = 0.496
- relative energy (zero: lowest compared OMol25 entry of this formula, charge and spin) (kcal/mol) = 0.0
- SMILES = COc1ccc([C@@]2(C)NC(=O)N(CC(=O)Nc3ccc(C)cc3Br)C2=O)cc1OC

Geometry (Å):
C (-3.71, -1.51, -2.13)
O (-3.11, -1.36, -0.87)
C (-1.75, -1.45, -0.79)
C (-0.90, -1.69, -1.86)
C (0.47, -1.74, -1.68)
C (1.02, -1.57, -0.43)
C (2.53, -1.61, -0.20)
C (2.97, -2.95, 0.39)
N (3.27, -1.27, -1.39)
C (3.78, -0.02, -1.37)
O (4.34, 0.59, -2.24)
N (3.54, 0.47, -0.07)
C (3.79, 1.84, 0.33)
C (2.46, 2.47, 0.76)
O (2.33, 3.11, 1.77)
N (1.47, 2.18, -0.13)
C (0.09, 2.19, 0.07)
C (-0.48, 2.43, 1.32)
C (-1.85, 2.31, 1.49)
C (-2.69, 1.96, 0.45)
C (-4.16, 1.75, 0.65)
C (-2.13, 1.77, -0.81)
C (-0.77, 1.87, -0.98)
Br (-0.05, 1.56, -2.73)
C (2.89, -0.43, 0.71)
O (2.61, -0.28, 1.87)
C (0.17, -1.37, 0.66)
C (-1.20, -1.29, 0.50)
O (-2.09, -1.06, 1.49)
C (-1.60, -0.90, 2.80)
H (-4.78, -1.38, -1.96)
H (-3.36, -0.76, -2.84)
H (-3.53, -2.51, -2.55)
H (-1.30, -1.81, -2.86)
H (1.10, -1.89, -2.55)
H (4.05, -2.98, 0.49)
H (2.52, -3.06, 1.38)
H (2.63, -3.76, -0.24)
H (3.29, -1.84, -2.22)
H (4.23, 2.36, -0.53)
H (4.48, 1.88, 1.17)
H (1.76, 1.81, -1.03)
H (0.16, 2.69, 2.14)
H (-2.26, 2.49, 2.48)
H (-4.73, 2.15, -0.18)
H (-4.35, 0.68, 0.72)
H (-4.50, 2.22, 1.57)
H (-2.76, 1.52, -1.65)
H (0.60, -1.24, 1.64)
H (-2.48, -0.70, 3.42)
H (-0.91, -0.06, 2.87)
H (-1.10, -1.81, 3.16)

Results of the natural (NBO) charge analysis, in e, for atoms 1 through 8: C -0.25; O -0.49; C 0.25; C -0.29; C -0.22; C -0.04; C 0.01; C -0.60

***

Record 6
# C3H6F2O2

A cluster of 2 separate species, C3H6F2O2 in total at a distorted geometry (wB97M-V/def2-TZVPD, the OMol25 dataset).

Properties
- HOMO level (spin up / spin down) (eV) = -8.788 / -8.248
- Kohn-Sham gap (spin up / spin down) (eV) = 9.1 / 8.5
- LUMO level (spin up / spin down) (eV) = 0.344 / 0.249
- relative energy (zero: lowest compared OMol25 entry of this formula, charge and spin) (kcal/mol) = 101.4

Geometry (Å):
C (-1.10, -0.91, 0.17)
C (-1.82, 0.29, -0.47)
C (1.63, -0.11, -0.03)
O (2.64, -0.92, 0.25)
O (1.50, 0.93, 0.80)
F (-1.65, 1.36, 0.43)
F (1.64, 0.26, -1.33)
H (-0.91, -0.70, 1.24)
H (-1.56, -1.76, -0.37)
H (-2.92, -0.07, -0.47)
H (-1.41, 0.63, -1.49)
H (3.33, -0.37, 0.63)
H (0.63, 1.38, 0.64)

Results of the natural (NBO) charge analysis, in e, for atoms 1 through 8: C -0.41; C -0.04; C 0.86; O -0.70; O -0.73; F -0.40; F -0.36; H 0.21

***

no.,electronic energy (Eh)
1,-5210.57077
2,-3057.28460
3,-3519.72346
4,-681.75210
5,-3927.99562
6,-467.96959